{
  "formula": "C11H15Cl2NO3S",
  "method": "ωB97M-V/def2-TZVPD",
  "mol_weight_g_mol": 312.2,
  "orbital_gap_ha": 0.3569,
  "energy_ha": -2027.1727,
  "smiles": "CCCCNS(=O)(=O)c1ccc(OC)c(Cl)c1Cl",
  "homo_ha": -0.3395,
  "multiplicity": 1,
  "species": ["C", "C", "C", "C", "N", "S", "O", "O", "C", "C", "C", "C", "O", "C", "C", "Cl", "C", "Cl", "H", "H", "H", "H", "H", "H", "H", "H", "H", "H", "H", "H", "H", "H", "H"],
  "xyz": [[-0.76287, -4.88601, -0.57821], [-0.18007, -3.86544, -1.54952], [-0.76162, -2.46241, -1.37645], [-0.32224, -1.79565, -0.07278], [1.11981, -1.63405, -0.04644], [1.76919, -0.35817, -0.87688], [3.15744, -0.30700, -0.54112], [1.39602, -0.45502, -2.25305], [0.94104, 1.11190, -0.22888], [0.16502, 1.87602, -1.08268], [-0.44625, 3.01480, -0.61626], [-0.30830, 3.43934, 0.71665], [-0.97896, 4.57406, 0.97499], [-0.93873, 5.25213, 2.21622], [0.47214, 2.65555, 1.57883], [0.73053, 3.01048, 3.25500], [1.08918, 1.49931, 1.08835], [2.04752, 0.53405, 2.13270], [-1.84781, -4.91506, -0.65940], [-0.50034, -4.64843, 0.44941], [-0.37760, -5.87812, -0.80092], [-0.38062, -4.19592, -2.57025], [0.90153, -3.80767, -1.42334], [-0.42173, -1.83791, -2.20197], [-1.85280, -2.50519, -1.39368], [-0.61320, -2.40774, 0.78212], [-0.81683, -0.81741, 0.02356], [1.54833, -1.72101, 0.86075], [0.06788, 1.55230, -2.10609], [-1.05294, 3.62920, -1.26152], [-1.38740, 4.66126, 3.01614], [0.07829, 5.53688, 2.48924], [-1.53361, 6.15095, 2.05550]]
}

---

{
  "formula": "C11H15Cl9O4",
  "method": "ωB97M-V/def2-TZVPD",
  "mol_weight_g_mol": 530.3,
  "orbital_gap_ha": 0.3801,
  "energy_ha": -4870.8107,
  "smiles": "ClC(Cl)Cl.ClC(Cl)Cl.ClC(Cl)Cl.O=C1CCCO1.O=C1CCCO1",
  "homo_ha": -0.3760,
  "multiplicity": 1,
  "species": ["Cl", "C", "Cl", "Cl", "H", "Cl", "C", "Cl", "Cl", "H", "Cl", "C", "Cl", "Cl", "H", "O", "C", "C", "C", "C", "O", "H", "H", "H", "H", "H", "H", "O", "C", "C", "C", "C", "O", "H", "H", "H", "H", "H", "H"],
  "xyz": [[-11.97126, -7.17017, 14.62400], [-13.46785, -6.38382, 15.22328], [-13.18893, -5.76841, 16.85849], [-14.70957, -7.62281, 15.36572], [-13.82996, -5.57122, 14.59347], [-11.55353, -9.13585, 8.29451], [-12.07385, -7.87047, 9.40018], [-11.98963, -6.31644, 8.59550], [-11.08633, -7.83512, 10.83869], [-13.11424, -8.09475, 9.63548], [-12.71482, -4.82924, 12.10556], [-12.19701, -3.59712, 11.00233], [-10.43993, -3.26138, 11.20998], [-13.15640, -2.11577, 11.02207], [-12.40109, -3.98945, 10.00608], [-15.90621, -3.34882, 15.50007], [-16.27225, -3.78541, 14.42363], [-16.96910, -3.06179, 13.31026], [-17.50864, -4.24002, 12.47553], [-16.53915, -5.30354, 12.79786], [-16.14738, -5.01657, 14.09045], [-17.77919, -2.40140, 13.61971], [-16.21578, -2.50165, 12.75634], [-18.52223, -4.47885, 12.79756], [-17.45171, -4.05026, 11.40369], [-17.01210, -6.28486, 12.83568], [-15.66053, -5.37540, 12.15680], [-7.03392, -3.31721, 7.05170], [-7.15819, -4.30820, 7.81458], [-6.14512, -5.07149, 8.57543], [-6.88447, -6.21677, 9.19336], [-8.35683, -5.79807, 9.13615], [-8.36789, -4.87542, 8.05667], [-5.40039, -5.41109, 7.85561], [-5.66344, -4.44167, 9.32337], [-6.87639, -7.19596, 8.71459], [-6.64877, -6.25485, 10.25689], [-9.00006, -6.62575, 8.83734], [-8.70661, -5.28727, 10.03327]]
}

---

{
  "formula": "C11H15ClO3",
  "method": "ωB97M-V/def2-TZVPD",
  "mol_weight_g_mol": 230.7,
  "orbital_gap_ha": 0.3660,
  "energy_ha": -1114.0419,
  "smiles": "CC(=O)OC[C@H](Cl)C(C)=C=C(C)C(C)=O",
  "homo_ha": -0.3461,
  "multiplicity": 1,
  "species": ["C", "C", "O", "O", "C", "C", "Cl", "C", "C", "C", "C", "C", "C", "C", "O", "H", "H", "H", "H", "H", "H", "H", "H", "H", "H", "H", "H", "H", "H", "H"],
  "xyz": [[-4.82766, 0.64212, 1.25780], [-3.55733, 0.71279, 0.45908], [-3.47519, 0.99647, -0.70646], [-2.49278, 0.43243, 1.22785], [-1.22034, 0.48662, 0.60433], [-0.96019, -0.72941, -0.27725], [-0.99755, -2.21219, 0.75572], [0.36624, -0.67900, -0.98133], [0.47156, -1.50512, -2.23160], [1.36356, 0.00431, -0.49978], [2.36639, 0.67428, 0.00180], [2.65502, 2.10664, -0.34430], [3.29446, 0.04319, 0.98523], [3.06254, -1.41965, 1.25974], [4.17155, 0.68257, 1.51574], [-5.67099, 0.48161, 0.59312], [-4.96365, 1.58890, 1.77732], [-4.75889, -0.15010, 1.99690], [-1.15586, 1.38436, -0.02214], [-0.49197, 0.54328, 1.41502], [-1.77306, -0.85088, -0.99687], [0.21023, -2.53854, -2.00913], [1.47995, -1.46920, -2.63325], [-0.22331, -1.12996, -2.98174], [2.66659, 2.70261, 0.56646], [3.64356, 2.17868, -0.79480], [1.91264, 2.50075, -1.03227], [3.24842, -1.99104, 0.35261], [2.03052, -1.59103, 1.55516], [3.73441, -1.75783, 2.04418]]
}

---

{
  "formula": "C11H15DyNP",
  "method": "ωB97M-V/def2-TZVPD",
  "mol_weight_g_mol": 354.7,
  "orbital_gap_ha": [0.2500, 0.1493],
  "energy_ha": -1709.1408,
  "homo_ha": [-0.2626, -0.1649],
  "multiplicity": 6,
  "species": ["C", "C", "C", "C", "C", "Dy", "P", "H", "H", "H", "H", "H", "H", "H", "H", "C", "C", "C", "C", "N", "C", "C", "H", "H", "H", "H", "H", "H", "H"],
  "xyz": [[-0.97695, -0.35944, -3.79203], [-1.71277, 0.81020, -3.50080], [-0.84042, 1.80569, -2.95128], [0.48696, 1.27325, -3.00677], [0.45334, -0.06666, -3.45132], [-0.72914, -1.02600, -0.95054], [-0.54753, -3.53071, -1.32744], [-1.29794, -1.19983, -4.41266], [-2.81255, 0.90632, -3.59134], [-1.14337, 2.71689, -2.45020], [1.29627, -0.66819, -3.80084], [1.39949, 1.79985, -2.66307], [0.61018, -4.23571, -1.79345], [-1.65983, -4.20759, -1.95823], [-0.67350, -3.95669, 0.07238], [0.98481, 1.21640, 4.70510], [0.67862, 0.82334, 3.29456], [0.72018, 1.79580, 2.28883], [0.44203, 1.44283, 0.99392], [0.14549, 0.14084, 0.67664], [0.07045, -0.81347, 1.66562], [0.34848, -0.49093, 2.97030], [1.99945, 1.62508, 4.79217], [0.29259, 1.98890, 5.06389], [0.90722, 0.35172, 5.36988], [0.97562, 2.83683, 2.51679], [0.45312, 2.13093, 0.13737], [-0.18345, -1.85071, 1.34452], [0.31315, -1.25893, 3.75802]]
}